DFT (wB97M-V/def2-TZVPD) results for C4H5ClN2 in the gas phase.

Its highest occupied orbital energy is -10.227 eV. For the HOMO-LUMO gap, the calculation gives 10.2301 eV. The energy above the lowest of the compared OMol25 structures with the same formula, charge and spin is 39.1 kcal/mol. The SMILES is C/N=C(/C#N)CCl. As for the total energy: -725.07329 hartree.

Each line ends with the Löwdin charge.
Element x y z (Å)
C  -1.6018  0.4945  -0.7789  -0.118
N  -0.2540  0.9145  -0.6867  0.033
C  0.6542  0.3746  -0.0216  -0.344
C  1.9532  0.9462  0.0079  -0.183
N  3.0095  1.3805  0.0925  0.176
C  0.5607  -0.9848  0.9388  -0.494
Cl  0.4250  -2.3948  -0.1389  0.555
H  -1.8614  -0.4046  -0.2056  0.068
H  -1.8127  0.3305  -1.8404  0.095
H  -2.2205  1.3401  -0.4575  0.092
H  1.4713  -1.0680  1.5223  0.060
H  -0.3233  -0.9287  1.5681  0.060


DFT (wB97M-V/def2-TZVPD) results for a 2-piece molecular cluster, C4H5ClFN2O2 overall.

Its highest occupied orbital energy is -3.998 eV. For the HOMO-LUMO gap, the calculation gives 6.7255 eV. The energy above the lowest of the compared OMol25 structures with the same formula, charge and spin is 17.0 kcal/mol. As for the total energy: -975.42933 hartree. As for the net charge: -1.

Each line ends with the Löwdin charge.
Element x y z (Å)
C  -0.5124  -0.1944  0.9084  -0.241
H  -0.6923  1.5104  -0.3925  0.157
Cl  1.7377  -3.2631  1.7071  -0.840
C  -0.1795  0.5371  -0.3933  -0.236
H  -0.2898  -1.3262  0.9006  0.125
C  -0.2575  0.5784  2.1233  -0.129
N  -0.1769  1.2330  3.0715  0.176
C  -0.5686  -0.2803  -1.6144  -0.031
H  -0.1973  -1.3105  -1.4975  0.102
H  -1.6632  -0.3151  -1.6711  0.086
H  -0.1761  0.1949  -2.5213  0.091
N  1.2797  0.9182  -0.4684  -0.374
O  2.0881  0.0758  -0.7780  0.105
O  1.5439  2.0828  -0.2402  0.065
F  -1.9358  -0.4411  0.8658  -0.055


DFT (wB97M-V/def2-TZVPD) results for C5H5NO in the gas phase.

Its highest occupied orbital energy (alpha / beta) is -7.669 / -7.675 eV. For the HOMO-LUMO gap (alpha / beta), the calculation gives 7.1205 / 7.1346 eV. The energy above the lowest of the compared OMol25 structures with the same formula, charge and spin is 102.0 kcal/mol. As for the total energy: -323.35719 hartree.

Each line ends with the Löwdin charge.
Element x y z (Å)
N  2.6414  1.2993  0.5057  0.162
C  1.8811  0.4439  0.3284  -0.174
C  0.9300  -0.6337  0.0339  -0.230
O  -0.0512  -0.6723  1.3282  0.001
C  -1.0908  -0.1325  0.7619  -0.078
C  -0.9277  0.6882  -0.4499  -0.184
C  -0.0331  -0.3756  -1.0178  -0.118
H  1.4124  -1.6098  0.0594  0.148
H  -2.0370  -0.3168  1.2741  0.145
H  -1.8702  0.8580  -0.9719  0.121
H  -0.4329  1.6535  -0.2536  0.125
H  -0.4219  -1.2022  -1.5984  0.083


DFT (wB97M-V/def2-TZVPD) results for C36H40N3PRbS2SbSe4 as an isolated structure.

Its highest occupied orbital energy is -0.988 eV. For the HOMO-LUMO gap, the calculation gives 4.3128 eV. The energy above the lowest of the compared OMol25 structures with the same formula, charge and spin is 3.0 kcal/mol. As for the total energy: -12567.99841 hartree. As for the net charge: -2.

Each line ends with the Löwdin charge.
Element x y z (Å)
Rb  -0.7945  0.1755  0.5440  0.235
C  1.4793  0.0957  -2.5847  -0.228
C  0.8918  1.4804  -2.3046  -0.232
N  1.1660  1.9455  -0.9492  -0.120
C  2.5521  2.1719  -0.6134  -0.285
C  2.9656  1.6463  0.7651  -0.471
S  2.6236  -0.0948  1.1554  0.822
C  3.2578  -1.0134  -0.2755  -0.460
C  2.1646  -1.7405  -1.0710  -0.301
N  1.1394  -0.8585  -1.5488  -0.139
H  1.1106  -0.2220  -3.5683  0.114
H  2.5707  0.1526  -2.6669  0.096
H  1.2616  2.1786  -3.0759  0.114
H  -0.1948  1.4238  -2.4095  0.056
H  0.5562  2.7287  -0.7414  0.059
H  3.1829  1.7009  -1.3714  0.092
H  2.8215  3.2399  -0.6323  0.114
H  4.0310  1.8472  0.9131  0.065
H  2.4163  2.1716  1.5500  0.042
H  3.8022  -0.3187  -0.9159  0.060
H  3.9819  -1.7466  0.0868  0.062
H  2.6783  -2.3115  -1.8689  0.111
H  1.6938  -2.4775  -0.4130  0.108
H  0.2329  -1.2850  -1.7265  -0.022
Se  -5.7974  1.2248  -2.5280  -0.360
Sb  -3.8178  0.6965  -1.2186  -0.398
Se  -2.5439  2.7890  -0.6322  -0.284
Se  -2.2723  -0.9060  -2.3851  -0.226
Se  -4.2501  -0.4686  0.9496  -0.184
N  0.0291  2.0148  2.7209  -0.389
S  -0.4334  2.9556  3.9049  1.008
C  0.3361  2.1926  5.3259  -0.393
C  0.6969  2.9743  6.4101  -0.109
C  1.3077  2.3801  7.5078  -0.096
C  1.5603  1.0162  7.5005  -0.091
C  1.2044  0.2436  6.4002  -0.067
C  0.5886  0.8286  5.3060  -0.055
C  -2.1625  2.6066  4.3206  -0.369
C  -2.6632  2.8302  5.6015  -0.105
C  -4.0158  2.6502  5.8350  -0.112
C  -4.8563  2.2540  4.7959  -0.094
C  -4.3465  2.0398  3.5264  -0.082
C  -2.9886  2.2243  3.2804  -0.095
H  0.0145  2.5898  1.8780  -0.049
H  0.5052  4.0407  6.3920  0.105
H  1.5929  2.9847  8.3597  0.095
H  2.0408  0.5507  8.3524  0.096
H  1.3966  -0.8212  6.3937  0.099
H  0.3114  0.2454  4.4360  0.099
H  -2.0038  3.1191  6.4110  0.092
H  -4.4152  2.8066  6.8304  0.093
H  -5.9132  2.1066  4.9825  0.099
H  -4.9667  1.7015  2.7051  0.054
H  -2.6119  2.0763  2.2717  0.021
C  -3.9800  -5.5261  0.9727  -0.093
C  -3.5152  -4.4945  0.1762  -0.065
C  -2.4846  -3.6773  0.6286  -0.117
C  -1.9177  -3.8964  1.8815  -0.376
C  -2.4147  -4.9192  2.6922  -0.112
C  -3.4322  -5.7387  2.2366  -0.103
P  -0.6279  -2.7212  2.4149  1.081
C  -1.2206  -2.2680  4.0940  -0.360
C  -0.7251  -2.7868  5.2888  -0.107
C  -1.2279  -2.3477  6.5067  -0.113
C  -2.2277  -1.3850  6.5425  -0.091
C  -2.7310  -0.8690  5.3554  -0.060
C  -2.2299  -1.3050  4.1378  -0.089
C  0.8269  -3.7702  2.8095  -0.373
C  1.9570  -3.0985  3.2870  -0.127
C  3.1261  -3.7841  3.5732  -0.091
C  3.1959  -5.1571  3.3667  -0.110
C  2.0902  -5.8300  2.8698  -0.097
C  0.9137  -5.1418  2.5938  -0.081
H  -4.7940  -6.1519  0.6259  0.094
H  -3.9647  -4.2822  -0.7849  0.113
H  -2.1705  -2.8458  0.0042  0.030
H  -2.0115  -5.0601  3.6900  0.103
H  -3.8163  -6.5296  2.8705  0.090
H  0.0588  -3.5355  5.2731  0.097
H  -0.8326  -2.7582  7.4293  0.094
H  -2.6109  -1.0316  7.4925  0.096
H  -3.5052  -0.1122  5.3676  0.092
H  -2.6390  -0.8994  3.2128  0.025
H  1.9219  -2.0220  3.4182  0.079
H  3.9885  -3.2412  3.9409  0.099
H  4.1117  -5.6949  3.5806  0.091
H  2.1388  -6.8977  2.6917  0.095
H  0.0597  -5.6774  2.2005  0.095


DFT (wB97M-V/def2-TZVPD) results for C2H3NO2 in the gas phase.

Its highest occupied orbital energy is -10.681 eV. For the HOMO-LUMO gap, the calculation gives 11.4812 eV. The energy above the lowest of the compared OMol25 structures with the same formula, charge and spin is 3.7 kcal/mol. The SMILES is O=CNC=O. As for the total energy: -283.25209 hartree.

Each line ends with the Löwdin charge.
Element x y z (Å)
O  1.1049  -2.0162  -0.2819  0.056
C  0.4596  -1.0200  -0.4878  -0.332
N  0.3284  0.0218  0.4126  0.089
C  -0.5825  1.0588  0.2001  -0.318
O  -1.2482  1.5659  1.0627  0.072
H  -0.1274  -0.8597  -1.4087  0.137
H  0.6704  -0.1404  1.3532  0.159
H  -0.6053  1.3897  -0.8502  0.136


DFT (wB97M-V/def2-TZVPD) results for a 3-piece molecular cluster, C4H16N2O2 overall.

Its highest occupied orbital energy is -18.184 eV. For the HOMO-LUMO gap, the calculation gives 11.7743 eV. The energy above the lowest of the compared OMol25 structures with the same formula, charge and spin is 30.0 kcal/mol. As for the total energy: -421.36988 hartree. As for the net charge: +2.

Each line ends with the Löwdin charge.
Element x y z (Å)
C  -2.4431  0.5078  -0.3091  -0.133
C  -1.4534  0.6860  -1.4400  -0.179
C  -0.0479  0.3373  -1.1364  -0.129
C  0.9680  0.9923  -1.6198  -0.052
N  2.3416  0.3295  -1.5336  0.198
N  -2.2670  -0.8555  0.4148  0.163
H  -2.3631  1.2728  0.5291  0.156
H  -3.5324  0.5241  -0.7082  0.169
H  -1.8724  0.0487  -2.2628  0.153
H  -1.4696  1.7351  -1.8621  0.158
H  0.1105  -0.6612  -0.7001  0.097
H  0.9903  2.0572  -2.0997  0.183
H  2.5178  -0.2033  -2.4271  0.200
H  3.1007  1.0705  -1.5028  0.198
H  2.3465  -0.2144  -0.6486  0.149
H  -2.5025  -1.6553  -0.2251  0.189
H  -1.2686  -0.9676  0.7353  0.121
H  -2.8697  -0.8946  1.3189  0.217
H  1.4063  0.1635  3.8388  0.085
H  2.9139  -0.2544  3.9529  0.129
O  2.1412  -0.2062  3.3027  -0.070
H  1.4152  -0.6942  1.8997  0.019
H  0.8918  -2.0143  1.3654  0.057
O  0.9459  -1.1039  1.1176  -0.078